DFT (ωB97M-V/def2-TZVPD) results for C9H12N2O2 in the gas phase in a non-equilibrium geometry.

Each line ends with the natural charge from an NBO analysis.
Cartesian coordinates (Å):
O 0.07 -0.08 -1.20  -0.517
O -0.66 1.76 -0.29  -0.601
N 1.14 0.24 3.40  -0.361
N 1.37 -0.96 0.89  -0.317
C 0.03 -0.23 -3.51  -0.638
C 2.11 -1.33 1.86  -0.004
C -0.09 0.70 -0.12  0.769
C 1.88 -0.85 3.16  0.032
C 0.61 0.15 1.06  -0.002
C -0.76 0.32 -2.40  0.098
C -2.12 -0.45 -2.24  -0.419
C -2.87 0.10 -0.98  -0.620
C 0.48 0.62 2.32  0.037
H -0.47 0.02 -4.44  0.214
H -0.83 1.45 -2.39  0.227
H -2.65 -0.41 -3.20  0.211
H -2.83 1.22 -0.96  0.229
H 0.95 0.32 -3.46  0.218
H 0.36 -1.26 -3.45  0.225
H -0.01 1.63 2.43  0.212
H -1.78 -1.53 -2.08  0.209
H 2.76 -2.17 1.73  0.197
H -3.95 -0.18 -1.03  0.210
H -2.41 -0.32 -0.08  0.203
H 2.37 -1.27 3.94  0.189

The maximum force is 5.04 eV Å⁻¹. The SMILES is CC[C@H](C)OC(=O)c1cnccn1. The energy above the lowest of the compared OMol25 structures with the same formula, charge and spin is 77.0 kJ/mol. Its HOMO energy is -0.3600 Eh.